[1]
Computed, not measured: a cluster of 11 separate species, C29H59F12N14O25S12 in total in a non-equilibrium geometry, with ωB97M-V with the def2-TZVPD basis set.

Values from the calculation:
HOMO-LUMO gap = 5.31 eV
ΔE to the lowest compared entry with this formula, charge and spin = 1.600 eV
HOMO energy = -0.2200 hartree

```
! RIJCOSX wB97M-V def2-TZVPD def2/J DEFGRID3
* xyz -1 1
F 1.66211 4.37224 -0.99409
H -4.64719 -9.20526 -1.28280
H -3.37287 -8.63631 -2.27331
O 7.17353 3.22006 -1.69089
C 5.52057 6.85002 0.23856
S 2.39955 -3.01352 2.97803
H -2.91266 -3.00650 -1.53308
O 2.87318 -4.93013 -2.55931
H 4.57905 6.79852 2.93806
C 1.72032 0.43509 -5.79363
F -2.85237 4.66613 0.56563
F -5.74244 1.91573 3.39268
H -5.83056 -6.82677 -1.76875
H -8.11611 -1.93540 -1.54008
N 1.90466 -0.40603 -4.74654
H 2.97743 -1.91002 -5.52584
H -7.11475 -3.44279 1.50999
F 6.34174 6.17203 7.34675
H -0.72412 2.60445 -6.29686
H 4.29553 0.43669 -5.25126
C 2.21546 -0.03300 -0.04783
S 2.10089 -4.04200 -1.69479
O 5.36284 1.56410 -1.55918
O 6.24296 7.68848 0.76559
N 5.56190 3.27842 0.24652
F -0.93844 -2.98470 -3.60807
O 0.23534 6.97238 2.31724
N 0.90539 -0.15310 0.45604
C 2.09842 2.87603 2.01198
H 5.07553 7.98727 -1.46402
N -3.98769 -6.65023 -0.78296
C -4.44452 -8.52378 -2.10900
H 3.83664 1.46244 0.36380
F 3.34374 -4.29323 2.96642
H 2.56677 -0.86213 -0.64409
S 5.86168 2.87209 -1.15854
H -5.00977 -8.98229 -2.92039
H -2.28729 -5.69741 -1.72272
C 3.04608 -1.28749 -4.63373
H -5.74983 -0.01348 -1.15392
F 3.32666 -3.10566 -1.26939
H 1.75597 3.77875 1.50608
H -0.87865 1.03080 -7.19711
O 2.90458 -2.45762 1.70498
H -6.93755 -2.85841 -2.42151
F 6.13355 2.30162 2.33961
S 0.98963 5.71477 -0.33561
H -3.48629 -0.74612 -0.78713
C 0.66499 1.04507 1.08187
H 3.14417 3.11979 2.19934
H -4.35676 -3.15149 -2.40201
C -0.07160 -1.22802 0.23099
H -5.87782 -1.07736 -2.54521
O 7.05566 1.04217 0.58978
H -0.80227 -1.48184 2.23079
C 5.09773 6.94080 -1.15986
O -3.63449 0.86679 2.76341
H -0.77827 1.22926 -3.93244
H -0.62978 -4.61361 0.38095
H -7.12916 -0.52685 0.52197
H 5.82861 6.39306 -1.75475
H 0.82041 -0.67948 -2.90490
O 8.04378 3.29460 1.09262
N 0.51524 1.01791 -5.67670
O 6.65768 3.83350 6.69205
N -6.11997 -2.05448 -0.64196
O 1.14271 -0.60875 3.68015
N 1.21603 -2.99785 -2.22776
F 2.38995 -0.45501 5.60529
S 3.92553 3.65437 6.08283
H -2.96825 -6.58616 2.37538
H -8.39656 -2.46987 0.87052
O -5.43885 1.17821 1.13797
C -5.43383 -0.97655 -1.55486
H 0.40640 -2.19653 0.08397
S 6.85391 2.45230 0.90877
C -4.01328 -1.22934 -1.60986
H -7.26895 -1.77014 3.66754
H 1.60049 2.76891 2.97567
C 2.82516 1.08482 0.39071
N 2.14371 6.08464 0.54384
O 3.53592 0.04298 3.61436
O 0.85677 8.45928 0.39205
H -3.50325 -1.02493 -2.55123
N -2.22045 -5.96649 0.49526
H 2.21920 0.40972 -6.75117
H -5.26859 -7.33899 0.82227
S 2.50273 -0.86368 4.05132
C -3.96559 -2.73052 -1.47579
H -1.09310 -5.21695 2.02122
H 0.49517 2.01738 -7.49599
N -4.29650 3.46217 2.00473
O 1.09583 -3.63325 3.07245
H -0.15886 1.33074 1.71910
F 2.37245 7.92286 2.10759
C 4.32565 -0.51785 -4.72587
C -4.32964 -6.85748 0.59223
H 6.26999 6.00538 2.63330
F 4.81665 3.92394 -1.79703
H -1.95572 -0.50932 1.16310
C -8.02665 -1.87424 2.89091
C 5.18249 5.96920 2.56900
H -5.73215 -1.22091 1.31537
O -1.89290 3.02421 1.96897
O -0.22718 5.13581 0.20600
C -4.96769 -3.05689 -0.32180
O 6.39752 5.61605 5.07998
N 2.89594 -2.44399 4.28922
H 2.99210 -1.88355 -3.72274
S 0.41758 -3.93576 -3.38670
H 4.70010 5.11178 3.03829
H -4.45286 -2.87787 0.62213
H 4.75905 -0.36694 -3.73719
C -1.26032 -1.34402 1.25135
H 5.14707 -1.07274 -5.17916
O 0.96128 6.47106 -1.57649
H 4.06057 6.70667 -1.39981
O 1.03400 -3.90215 -4.70176
H -0.28505 -6.29150 0.94161
C -6.59854 -1.46226 0.69957
H -8.48824 -0.90489 2.70278
C -3.21049 -6.49276 1.32705
C -7.29225 -2.63799 -1.41468
O -0.16710 -5.17750 -2.96178
N 4.87700 5.70234 1.05235
O 1.83508 -4.53027 -0.33917
S 1.14591 7.28850 1.20016
O 4.15174 2.54722 6.97984
C 0.07105 0.76338 -4.40996
H -0.46862 -1.11598 -0.77793
N 1.87773 1.72900 1.14256
S -4.61664 1.78463 2.18504
C -7.50593 -2.42549 1.49735
S -3.08118 3.20995 1.15534
C -0.99067 -5.46101 0.96384
H -8.87493 -2.36768 3.36530
C -4.78001 -7.06090 -1.94087
O -3.23339 2.39590 -0.09822
H 3.88359 5.56981 0.92722
C -2.75074 -6.00275 -0.79623
H -7.42702 -3.61591 -0.95250
N 4.24604 5.06227 6.58068
F 2.34931 3.74813 6.12366
S 5.90348 5.00825 6.26343
H -5.39974 -4.05754 -0.33337
H -4.33237 -6.48157 -2.74840
H -1.88707 -2.22413 1.10750
C 0.91494 -0.22191 -3.87860
O 4.20291 3.36351 4.71044
H 5.06041 4.75264 0.76160
C -0.20738 1.73851 -6.71066
*
```

=====

[2]
Computed, not measured: a cluster of 10 separate species, C29H59F6N7O11S2 in total in a non-equilibrium geometry, with ωB97M-V with the def2-TZVPD basis set.

Values from the calculation:
⟨S²⟩ = 0.76
HOMO-LUMO gap (alpha / beta) = 7.97 / 2.90 eV
HOMO energy (alpha / beta) = -0.3961 / -0.3961 hartree

```
! RIJCOSX wB97M-V def2-TZVPD def2/J DEFGRID3
* xyz 1 2
H -25.86995 -15.34654 -5.85833
C -24.72600 -19.25567 -4.60039
H -25.27366 -14.55481 -3.81848
H -32.58898 -20.16294 -0.16790
C -26.58538 -18.54417 0.45661
H -32.51264 -11.51055 -5.99825
H -24.86705 -16.55160 -3.31045
H -24.16671 -13.93601 0.96692
F -25.74339 -19.20217 -3.67058
H -25.70361 -18.59895 -1.35676
C -33.72982 -16.80205 -5.80401
F -25.02004 -18.74311 -5.76515
S -21.92157 -16.28991 -3.67379
C -27.46417 -14.66293 -3.49825
N -25.61162 -12.67740 0.65991
H -30.18939 -9.74278 -8.03072
H -24.54928 -11.18192 1.74765
H -29.49458 -14.89537 -6.21451
H -32.00822 -21.54697 -1.10762
H -26.71653 -13.80241 -6.01707
C -25.96899 -14.88496 -3.04671
O -25.95480 -11.74599 -5.17316
N -23.40124 -16.82916 -3.68905
H -26.37276 -10.36409 -3.13780
H -29.35004 -14.15094 0.64720
C -30.75482 -10.44867 -8.63907
H -28.42408 -9.48804 -2.20346
C -24.64059 -11.59497 0.74308
H -30.50077 -17.72530 -1.73941
H -27.65650 -13.14267 0.62892
N -27.86399 -15.18987 -4.93147
H -22.88248 -9.44842 -4.05418
F -23.16479 -14.04792 -2.64541
H -32.59245 -13.26006 -1.41247
O -21.93591 -19.04295 -4.40130
C -26.70117 -18.35320 -0.99264
H -33.06483 -14.45581 -3.33163
O -21.23575 -16.61251 -2.43266
C -29.50032 -9.35705 -2.31593
N -30.01304 -10.71529 -4.55424
H -32.91322 -16.15329 -2.86807
C -30.84785 -19.84525 -1.41839
H -25.04335 -9.13142 -2.69387
C -30.40725 -13.01108 -0.83117
H -25.65655 -14.47003 -2.08843
H -34.78462 -16.57819 -5.64467
F -24.58032 -20.57804 -4.78197
H -23.88466 -11.90302 -5.32432
C -32.24617 -10.79213 -6.77347
H -31.51575 -18.34202 -3.04253
H -30.00140 -9.72189 -1.41932
H -27.18075 -11.56136 1.44520
C -32.97145 -15.73254 -4.97306
C -22.23727 -14.31985 -3.58409
H -27.02762 -17.33848 -1.22042
H -28.73360 -16.93003 -5.78303
H -31.68342 -12.07418 -2.31681
O -32.17075 -15.01678 -5.56012
H -29.49407 -8.28114 -2.49049
H -29.78305 -18.68512 -2.85401
H -32.94446 -20.29141 -1.92450
H -22.52730 -10.48213 -2.65993
H -28.12914 -15.07258 -2.73791
H -27.09169 -17.17958 -5.24743
S -23.13959 -18.56164 -3.71106
C -29.20074 -14.53399 -5.22903
O -25.90445 -14.92523 0.80680
C -29.83297 -10.10544 -3.51871
C -31.77703 -12.54076 -1.33618
N -31.32580 -11.38097 -7.72817
H -33.46820 -17.77957 -5.39889
H -23.72935 -11.80449 0.18286
H -27.47572 -18.94556 -1.47975
F -21.08791 -13.65870 -3.21270
H -33.21330 -10.41112 -7.10148
H -25.05198 -10.73423 0.21582
C -28.02561 -16.67820 -4.99345
H -30.45082 -12.78476 1.27555
H -31.52504 -9.86381 -9.14187
H -31.95825 -11.57877 -0.85677
H -27.54001 -13.57601 -3.52934
H -27.40193 -15.06370 -6.90236
O -29.42796 -12.81023 -1.48659
C -33.38824 -15.46885 -3.57091
H -27.17048 -11.86445 -0.29011
C -26.95789 -12.30773 0.68272
H -28.38421 -16.90633 -3.98972
O -23.26299 -19.02727 -2.34567
C -31.14501 -12.75009 -7.93073
H -22.23042 -10.90918 -4.34736
H -31.53330 -13.36858 -7.10678
N -26.47809 -18.69505 1.57867
C -22.95265 -10.46352 -3.66334
C -30.73592 -18.61074 -2.32998
C -32.20996 -20.47631 -1.14065
H -25.21417 -10.75459 -1.90721
N -24.40110 -10.86676 -3.76383
C -30.28454 -13.59569 0.56644
H -34.47716 -15.44436 -3.52909
H -31.76211 -9.94156 -6.29355
H -30.13876 -10.84369 -9.44687
H -29.21608 -13.45170 -5.10053
H -29.98346 -14.98213 -4.61695
O -29.73804 -20.33113 -1.08973
O -25.69999 -16.31818 -2.89411
C -26.84922 -14.88368 -5.98029
H -31.12624 -14.24121 0.81731
H -33.46226 -16.87871 -6.85787
C -25.34907 -10.17034 -2.81746
O -21.16488 -16.44588 -4.88757
C -24.80504 -11.50596 -4.86887
C -25.24977 -13.92549 0.76926
O -30.57181 -13.27637 -8.90387
F -22.57835 -13.84065 -4.77444
*
```